Here is 12 unconnected molecules or ions with the total composition C36H96O12 from the Open Molecules 2025 dataset. Energies are from ωB97M-V with the def2-TZVPD basis set.

Atoms and positions in Å:
C  0.22309  2.48690  -4.63015
C  0.93649  3.82113  -4.44769
C  2.11796  4.01992  -5.38082
O  0.02554  4.90068  -4.63630
H  -0.57097  2.42643  -3.88966
H  0.95900  1.69821  -4.53118
H  -0.15431  2.38247  -5.65223
H  1.28032  3.86174  -3.41170
H  1.79360  3.79037  -6.40335
H  2.97432  3.37570  -5.17343
H  2.47549  5.04800  -5.34966
H  -0.23909  4.97072  -5.55977
C  2.16768  -0.82392  -3.72024
C  2.84777  -0.79975  -5.06758
C  1.96290  -0.21049  -6.16371
O  4.00456  0.02410  -4.88060
H  2.84755  -1.15039  -2.93241
H  1.29153  -1.47441  -3.74327
H  1.78257  0.15694  -3.45088
H  3.10472  -1.81692  -5.38476
H  1.16087  -0.89230  -6.44398
H  2.55090  0.09611  -7.03302
H  1.53130  0.73490  -5.83559
H  4.47648  0.07690  -5.71800
C  -4.45584  -2.80618  3.53478
C  -3.72331  -1.68758  4.24118
C  -2.40838  -1.33208  3.56366
O  -4.50932  -0.50045  4.33762
H  -5.49961  -2.92254  3.83959
H  -3.99801  -3.76585  3.66999
H  -4.46057  -2.59204  2.46073
H  -3.42525  -2.03232  5.24197
H  -1.85734  -0.58765  4.13526
H  -2.58884  -1.00040  2.53633
H  -1.76926  -2.20977  3.45150
H  -5.35690  -0.74319  4.72290
C  -2.38261  3.76527  2.94285
C  -2.74560  2.51201  3.70490
C  -3.29254  2.83766  5.10008
O  -3.78965  1.87532  2.96167
H  -2.00521  3.52486  1.94590
H  -1.54493  4.29726  3.40175
H  -3.21518  4.46676  2.89426
H  -1.87739  1.85259  3.81215
H  -2.48106  3.00594  5.80918
H  -3.89931  2.00491  5.45870
H  -3.95170  3.70386  5.03197
H  -3.97685  1.00310  3.34956
C  2.70351  0.48572  3.44145
C  1.77103  1.52680  4.06782
C  2.43105  2.40108  5.12122
O  1.40556  2.42953  3.02641
H  2.08325  -0.16250  2.81878
H  3.19969  -0.15597  4.17515
H  3.50438  0.97489  2.88665
H  0.92594  0.99705  4.52658
H  3.24116  2.97811  4.67449
H  2.87108  1.81036  5.92735
H  1.66796  3.06518  5.52624
H  0.91536  1.91130  2.36779
C  3.64685  -2.11841  0.36586
C  4.73806  -2.68526  1.23987
C  6.10111  -2.02040  1.11743
O  4.24887  -2.61565  2.57306
H  3.84324  -2.09609  -0.71144
H  3.38617  -1.08043  0.58188
H  2.75631  -2.74744  0.42453
H  4.90975  -3.73669  0.97718
H  6.56065  -2.15585  0.14061
H  6.76097  -2.45516  1.87711
H  6.08432  -0.96668  1.40745
H  4.93221  -2.72204  3.23911
C  -2.86278  -7.22940  3.33934
C  -2.34641  -6.45159  2.14796
C  -2.43082  -4.93716  2.25296
O  -0.97776  -6.85216  1.93770
H  -3.92939  -7.09279  3.54072
H  -2.35978  -6.96483  4.27330
H  -2.76191  -8.29595  3.13848
H  -2.86082  -6.75336  1.23343
H  -1.80245  -4.57557  3.07518
H  -3.42612  -4.58168  2.50047
H  -2.11218  -4.42592  1.34391
H  -0.52710  -6.80111  2.78713
C  -5.03900  1.69332  -0.60961
C  -3.99772  0.59863  -0.42973
C  -3.39549  0.18180  -1.75714
O  -2.94023  1.13426  0.36924
H  -5.44093  2.14544  0.29548
H  -5.85866  1.32659  -1.23719
H  -4.61941  2.50032  -1.22059
H  -4.49557  -0.25458  0.05038
H  -4.11923  -0.09535  -2.52181
H  -2.67532  -0.62569  -1.62006
H  -2.84470  1.04694  -2.13647
H  -3.35929  1.57434  1.13031
C  1.12598  -5.74132  -0.52476
C  -0.13540  -6.09013  -1.31839
C  0.11248  -6.29652  -2.79281
O  -0.80393  -7.20520  -0.77342
H  0.92732  -5.45155  0.50376
H  1.70838  -4.95304  -1.00328
H  1.78508  -6.61455  -0.60244
H  -0.78328  -5.20562  -1.18073
H  0.85189  -7.09058  -2.92864
H  0.42858  -5.38526  -3.30124
H  -0.78505  -6.62415  -3.32034
H  -0.76152  -7.13659  0.19420
C  0.26419  -0.85154  -0.17863
C  0.60520  0.62283  -0.04298
C  0.33280  1.48265  -1.27136
O  -0.19472  1.18578  0.99249
H  -0.78385  -1.05354  -0.41002
H  0.44169  -1.33007  0.78879
H  0.88102  -1.38070  -0.91056
H  1.64008  0.72592  0.28584
H  0.42231  2.54892  -1.07082
H  -0.67077  1.29983  -1.66111
H  1.01653  1.25283  -2.08875
H  -1.12690  1.29751  0.75337
C  5.10993  0.84946  -1.15606
C  3.77562  1.54941  -1.34121
C  3.56266  2.70958  -0.38066
O  3.73218  2.05417  -2.68039
H  5.24227  0.59260  -0.09719
H  5.98574  1.46479  -1.37162
H  5.24515  -0.09533  -1.68670
H  2.94984  0.84244  -1.21462
H  3.61475  2.33847  0.64345
H  2.56087  3.10961  -0.52603
H  4.34334  3.43725  -0.59920
H  3.69712  1.32746  -3.32085
C  -1.35529  5.11475  -1.31063
C  -2.42581  5.83411  -2.11411
C  -3.12284  6.90762  -1.30059
O  -1.83667  6.44706  -3.25991
H  -1.68740  4.71330  -0.34932
H  -0.49611  5.76825  -1.14060
H  -0.95110  4.23878  -1.82922
H  -3.13477  5.09934  -2.52254
H  -2.35988  7.57481  -0.90177
H  -3.63818  6.39710  -0.48318
H  -3.87875  7.43184  -1.88120
H  -1.27184  5.78879  -3.69849

Calculated values
SMILES string: CC(C)O.CC(C)O.CC(C)O.CC(C)O.CC(C)O.CC(C)O.CC(C)O.CC(C)O.CC(C)O.CC(C)O.CC(C)O.CC(C)O
Charge: 0

Results of the Löwdin charge analysis, in e, for atoms 1 through 2: -0.045, -0.462

---

Here is 2 unconnected molecules or ions with the total composition C4H9N2O from the Open Molecules 2025 dataset. Energies are from ωB97M-V with the def2-TZVPD basis set.

Atoms and positions in Å:
C  1.58684  -1.01069  -0.54650
C  0.58829  -0.06581  -0.02002
C  0.29971  0.39201  1.28482
N  -0.45347  1.55820  1.11861
C  -0.74156  1.79686  -0.18547
N  -0.19015  0.66904  -0.87485
H  1.94524  -0.92818  -1.53525
H  1.26781  -2.07824  -0.47593
H  2.48958  -0.70824  0.04993
H  0.52557  0.08108  2.30344
H  -0.77948  2.00222  1.98036
H  -0.94640  2.73370  -0.80522
H  -0.33923  0.35223  -1.72936
H  -2.29452  -1.07579  -0.44107
H  -1.15244  -2.16869  -0.31243
O  -1.80578  -1.54968  0.18892

Calculated values
Charge: +1

Results of the Löwdin charge analysis, in e, for atoms 1 through 2: -0.002, -0.286

---

Here is a molecular structure, C25H24NO8P3Y from the Open Molecules 2025 dataset. Energies are from ωB97M-V with the def2-TZVPD basis set.

Atoms and positions in Å:
Y  -1.11414  -0.30893  1.32143
O  0.89303  -2.58815  1.50309
C  0.42316  -2.02607  0.51200
C  1.02869  -2.32119  -0.84105
C  1.42317  -3.59957  -1.22876
C  1.89999  -3.81623  -2.50852
C  2.00678  -2.75346  -3.40386
C  1.64303  -1.47496  -3.01573
C  1.14090  -1.25304  -1.73295
P  0.74392  0.40821  -1.06581
C  2.41237  1.07636  -0.74600
C  3.51827  0.24687  -0.58589
C  4.75754  0.78303  -0.25906
C  4.90486  2.15039  -0.09286
C  3.80291  2.98333  -0.24330
C  2.56337  2.45177  -0.55748
C  0.17964  1.31429  -2.54661
C  -1.19076  1.35618  -2.78703
C  -1.68630  1.98664  -3.91986
C  -0.81981  2.59465  -4.81560
C  0.54752  2.57556  -4.57308
C  1.04380  1.94042  -3.44457
H  1.34087  -4.40792  -0.51204
H  2.19209  -4.81204  -2.81970
H  2.37945  -2.92649  -4.40607
H  1.74430  -0.64945  -3.70960
H  3.42454  -0.82406  -0.71431
H  5.60655  0.12260  -0.13456
H  5.87079  2.56892  0.16082
H  3.89793  4.05186  -0.09801
H  1.70276  3.10265  -0.62837
H  -1.88271  0.92750  -2.07079
H  -2.75504  2.01649  -4.08867
H  -1.20904  3.09440  -5.69383
H  1.23299  3.05673  -5.25967
H  2.11159  1.93330  -3.26214
O  -2.63494  3.51805  0.82931
P  -2.95410  2.08196  1.40487
O  -4.27184  1.97650  2.02073
O  -2.53050  1.01862  0.36370
O  -1.74218  1.83209  2.53268
P  -0.19827  2.45408  2.47028
O  0.51590  0.92742  2.54844
O  0.16297  3.17984  3.68748
O  -0.02151  2.88729  1.05846
H  -1.68447  3.55531  0.58598
H  0.84075  0.78209  3.44621
C  -4.19136  -1.93955  1.05568
C  -3.49477  -2.26949  2.33715
C  -3.85649  -3.14588  3.32821
C  -2.86215  -3.04518  4.34335
C  -1.95002  -2.11661  3.91150
C  -0.71430  -1.61929  4.59127
N  -2.32439  -1.62940  2.67864
H  -5.08917  -2.54830  0.94450
H  -3.56826  -2.14605  0.17393
H  -4.48982  -0.88884  1.00859
H  -4.73491  -3.77373  3.32714
H  -2.81919  -3.58291  5.27884
H  -0.56351  -2.14812  5.53241
H  -0.78190  -0.55102  4.82999
H  0.17945  -1.78951  3.97913

Calculated values
Charge: -1

Results of the Löwdin charge analysis, in e, for atoms 1 through 2: 1.478, -0.058

---

Here is a molecular structure, C27H55N5O3PPdS from the Open Molecules 2025 dataset. Energies are from ωB97M-V with the def2-TZVPD basis set.

Atoms and positions in Å:
Pd  0.51357  0.01269  0.22588
C  -1.44143  -4.44821  -0.49392
C  -0.30433  -3.56831  0.07358
N  -0.53233  -2.19581  -0.29902
C  -1.67453  -1.65791  0.41788
C  -2.86903  -2.61601  0.22218
N  -2.52903  -3.52521  -0.90862
C  -2.08403  -2.73881  -2.09382
C  -0.74433  -2.06411  -1.72232
H  -1.82083  -5.14171  0.25928
H  -1.12213  -5.01781  -1.37262
H  0.66097  -3.87311  -0.33552
H  -0.28183  -3.62291  1.16378
H  -1.85863  -0.64611  0.01518
H  -1.39553  -1.58941  1.47868
H  -3.79173  -2.08421  -0.01772
H  -3.02713  -3.23151  1.11028
H  -3.35483  -4.07171  -1.15802
H  -2.84963  -1.99081  -2.30992
H  -1.99373  -3.41261  -2.95192
H  -0.78733  -0.97321  -1.92322
H  0.10707  -2.50311  -2.24262
C  -2.98453  2.61589  -3.15012
C  -1.53703  3.10719  -3.08772
C  -0.85243  2.45509  -4.28942
C  -1.51633  4.61909  -3.28992
P  -0.74303  2.24989  -1.49862
N  -1.22983  0.82129  -1.41422
C  1.21037  2.53829  -1.68802
C  1.66387  1.29849  -2.45732
C  1.86107  2.43459  -0.30482
C  1.72407  3.81159  -2.35322
C  -1.23853  3.38609  0.03468
C  -2.76413  3.45689  -0.02222
C  -0.86873  2.58409  1.28828
C  -0.69193  4.80839  0.13998
H  -3.35083  2.66859  -4.17792
H  -3.65983  3.19879  -2.53332
H  -3.01133  1.58049  -2.82062
H  -1.41683  2.66679  -5.20252
H  -0.82283  1.37849  -4.13742
H  0.15617  2.82429  -4.44132
H  -1.95173  4.85279  -4.26902
H  -0.50473  5.01329  -3.27372
H  -2.10773  5.14019  -2.53942
H  1.16457  0.43669  -1.99652
H  2.74627  1.15929  -2.38962
H  1.39597  1.32669  -3.50962
H  1.42447  1.55989  0.24488
H  1.72367  3.33619  0.28638
H  2.93957  2.27159  -0.41132
H  1.52487  3.83169  -3.42232
H  2.80837  3.86089  -2.22322
H  1.29517  4.70079  -1.90252
H  -3.15453  2.47039  -0.26772
H  -3.10493  4.17709  -0.76372
H  -3.17303  3.76109  0.94518
H  -0.71703  1.51519  1.03398
H  -1.66703  2.63249  2.02888
H  0.03757  2.95689  1.76528
H  -0.98093  5.40969  -0.71952
H  0.39137  4.82529  0.22468
H  -1.09953  5.28129  1.03958
C  5.02347  -0.05701  -0.19072
C  4.41727  -1.37081  -0.62662
S  2.54307  -1.38921  -0.51062
O  2.25417  -2.69041  -1.15062
C  2.40617  -1.62311  1.29438
C  2.81497  -2.96561  1.85588
H  6.10397  -0.05761  -0.34352
H  4.82607  0.12439  0.86438
H  4.60057  0.76149  -0.77022
H  4.78327  -2.21421  -0.04612
H  4.59027  -1.56571  -1.68502
H  1.33527  -1.44211  1.47648
H  2.98437  -0.80861  1.73568
H  2.13987  -3.74181  1.50818
H  2.76067  -2.92641  2.94438
H  3.83387  -3.24541  1.57888
C  -0.51783  -4.49611  6.05118
N  -0.35543  -3.30151  5.26468
C  0.07227  -2.14431  5.83428
C  0.26297  -1.02751  5.11228
C  0.05747  -1.07951  3.66108
O  0.28537  -0.11111  2.93218
N  -0.39783  -2.25221  3.14838
C  -0.63353  -3.33311  3.85738
O  -1.08193  -4.38251  3.38588
H  -1.34533  -4.39431  6.76488
H  0.39387  -4.73721  6.60678
H  -0.74353  -5.30071  5.35248
H  0.25217  -2.18101  6.90838
H  0.59627  -0.11051  5.57348

Calculated values
Charge: -1

Results of the Löwdin charge analysis, in e, for atoms 1 through 2: 0.200, -0.068

---

Largest force on an atom: 0.03242; 0.16477; 0.01069; 0.05257 (hartree/bohr)
HOMO-LUMO gap: 9.61; 9.75; 6.97; 4.52 (eV)